(1)
Entry from the OMol25 dataset: one molecule with the formula C9H17N3O5 at a distorted geometry (ωB97M-V with the def2-TZVPD basis set).

Last column: Löwdin charge in e.
Cartesian coordinates (Å):
C -2.98 -0.91 0.96  -0.0098
C -3.27 -0.39 -0.44  -0.3737
O -4.42 0.42 -0.54  -0.0283
C -2.13 0.52 -0.96  -0.1701
N -0.91 -0.19 -1.34  0.1275
C 0.01 -0.84 -0.56  -0.4013
O 0.50 -1.90 -1.02  0.0130
C 0.60 -0.34 0.77  -0.3206
N 1.18 -1.42 1.56  0.0679
C 1.72 0.65 0.44  -0.1479
C 3.02 -0.06 0.09  -0.1316
C 4.22 0.83 -0.23  -0.5693
N 5.22 0.21 -0.91  0.1335
O 4.34 1.96 0.16  0.0631
C -1.83 1.78 -0.12  -0.4265
O -0.64 2.09 0.00  0.0917
O -2.85 2.37 0.47  0.1611
H -2.85 -0.03 1.62  0.0967
H -2.02 -1.41 0.92  0.0681
H -3.77 -1.57 1.41  0.1086
H -3.37 -1.20 -1.17  0.1557
H -5.20 -0.08 -0.31  0.1101
H -2.54 0.92 -1.86  0.1547
H -0.92 -0.69 -2.26  0.1741
H -0.20 0.16 1.30  0.1209
H 1.35 -2.11 0.87  0.0461
H 0.46 -1.86 2.12  0.0784
H 1.50 1.38 -0.38  0.1278
H 2.00 1.23 1.33  0.1295
H 2.86 -0.74 -0.83  0.1366
H 3.33 -0.71 0.88  0.1012
H 6.11 0.73 -0.96  0.1172
H 5.13 -0.79 -1.10  0.1092
H -3.66 2.02 0.09  0.0863

Calculated values
SMILES   C[C@@H](O)[C@H](NC(=O)[C@@H](N)CCC(N)=O)C(=O)O
DFT total energy   -24317.181 eV
2S+1   1
E_HOMO   -9.29 eV
Kohn-Sham gap   9.413 eV
Relative energy (zero: lowest compared OMol25 entry of this formula, charge and spin)   119.5 kJ/mol


(2)
Entry from the OMol25 dataset: one molecule with the formula C18H21N3O4S at a distorted geometry (ωB97M-V with the def2-TZVPD basis set).

Last column: Löwdin charge in e.
Cartesian coordinates (Å):
C -4.22 -2.73 -1.74  -0.0699
O -4.15 -1.38 -1.33  -0.1688
C -4.82 -0.49 -2.18  -0.4915
C -4.40 0.92 -1.78  -0.3723
S -2.61 1.11 -2.00  1.0302
C -2.07 0.70 -0.39  -0.5040
N -2.94 0.63 0.61  0.0771
C -2.52 0.31 1.82  -0.2005
N -1.29 0.03 2.20  0.1453
C -0.39 0.11 1.22  -0.1577
C -0.73 0.45 -0.10  -0.1869
O 0.36 0.47 -0.92  0.1317
C 1.41 0.14 -0.14  -0.2434
N 2.64 0.07 -0.60  0.2269
C 3.56 -0.26 0.29  -0.2215
C 3.30 -0.51 1.65  -0.1221
C 2.01 -0.42 2.13  0.0823
C 1.03 -0.09 1.21  -0.0591
C 4.52 -0.81 2.47  -0.1410
O 5.56 0.11 2.23  -0.0827
C 5.90 0.38 0.87  -0.5578
C 7.36 -0.04 0.66  -0.0184
C 5.74 1.89 0.66  -0.0079
C 4.99 -0.37 -0.13  -0.0578
O -6.21 -0.67 -2.16  -0.1267
C -6.82 -0.48 -0.89  -0.0797
H -3.71 -3.30 -0.97  0.0933
H -5.26 -3.06 -1.81  0.0922
H -3.73 -2.87 -2.70  0.0956
H -4.55 -0.69 -3.23  0.1568
H -4.60 1.10 -0.73  0.0673
H -4.89 1.65 -2.42  0.0923
H -3.29 0.26 2.58  0.1107
H 1.77 -0.59 3.17  0.1314
H 4.86 -1.84 2.26  0.1371
H 4.31 -0.74 3.54  0.1345
H 8.00 0.52 1.34  0.0862
H 7.48 -1.10 0.87  0.0852
H 7.66 0.16 -0.37  0.0867
H 6.12 2.18 -0.32  0.0879
H 4.69 2.17 0.73  0.0872
H 6.30 2.42 1.42  0.0882
H 5.12 0.03 -1.13  0.1329
H 5.27 -1.43 -0.14  0.1343
H -7.02 0.58 -0.71  0.0892
H -7.77 -1.02 -0.94  0.0914
H -6.20 -0.89 -0.09  0.0957

Calculated values
SMILES   COC(CSc1ncnc2c1oc1nc3c(cc12)COC(C)(C)C3)OC
DFT total energy   -42502.041 eV
2S+1   1
E_HOMO   -8.66 eV
Kohn-Sham gap   8.552 eV
Relative energy (zero: lowest compared OMol25 entry of this formula, charge and spin)   212.7 kJ/mol


(3)
Entry from the OMol25 dataset: C3H5CuO3 as an isolated structure at a distorted geometry (ωB97M-V with the def2-TZVPD basis set).

Last column: Löwdin charge in e.
Cartesian coordinates (Å):
O 0.99 -0.10 0.16  -0.1448
C 0.46 -0.52 1.42  -0.0358
H 1.32 -0.66 2.08  0.0920
H -0.19 0.27 1.82  0.0907
H -0.09 -1.45 1.30  0.1037
O -1.33 -0.90 -0.93  -0.2256
O 0.80 0.53 -1.91  -0.0298
C 0.20 0.17 -0.90  -0.5422
C -1.47 0.47 -0.71  -0.1759
H -1.61 0.77 0.35  0.0797
H -1.88 0.98 -1.61  0.1064
Cu 2.79 0.43 -1.06  0.6816

Calculated values
DFT total energy   -53969.251 eV
2S+1   1
E_HOMO (spin up / spin down)   -6.82 / -6.82 eV
Kohn-Sham gap (spin up / spin down)   5.038 / 5.038 eV
Relative energy (zero: lowest compared OMol25 entry of this formula, charge and spin)   252.6 kJ/mol